Record 1
51
Properties=species:S:1:pos:R:3 method="wB97M-V/def2-TZVPD" homo_lumo_gap_ev=9.06 smiles="CCOC(=O)c1ccc(N2C(=O)[C@H](CC(N)=O)N(NC(=O)c3cccc(F)c3)C2=S)cc1" multiplicity=1 e_above_lowest_kj_mol=0.0 largest_force_ev_per_a=0.76 energy_ev=-51837.677 homo_energy_ev=-8.930
C -8.340 -2.476 -1.426
C -8.035 -1.522 -0.287
O -6.641 -1.216 -0.317
C -6.214 -0.321 0.579
O -6.940 0.216 1.380
C -4.754 -0.062 0.475
C -3.953 -0.724 -0.451
C -2.601 -0.454 -0.516
C -2.043 0.473 0.358
N -0.655 0.753 0.302
C -0.128 2.024 0.290
O -0.741 3.057 0.313
C 1.386 1.863 0.187
C 1.903 2.470 -1.127
C 3.428 2.395 -1.195
N 4.056 3.391 -0.544
O 4.011 1.521 -1.795
N 1.528 0.430 0.241
N 2.727 -0.239 0.172
C 3.845 0.189 0.814
O 3.863 1.203 1.486
C 5.038 -0.667 0.586
C 6.289 -0.059 0.651
C 7.441 -0.795 0.448
C 7.364 -2.153 0.194
C 6.115 -2.749 0.157
F 6.032 -4.074 -0.070
C 4.947 -2.034 0.345
C 0.343 -0.215 0.270
S 0.172 -1.841 0.268
C -2.835 1.142 1.283
C -4.188 0.875 1.335
H -9.397 -2.725 -1.421
H -7.759 -3.388 -1.316
H -8.088 -2.015 -2.378
H -8.277 -1.970 0.684
H -8.604 -0.590 -0.380
H -4.395 -1.446 -1.120
H -1.980 -0.961 -1.236
H 1.895 2.329 1.041
H 1.565 3.505 -1.181
H 1.492 1.914 -1.971
H 3.562 4.027 0.057
H 5.058 3.347 -0.457
H 2.733 -1.041 -0.446
H 6.336 0.998 0.863
H 8.405 -0.313 0.491
H 8.246 -2.752 0.035
H 4.005 -2.561 0.334
H -2.392 1.865 1.949
H -4.826 1.378 2.045

Record 2
48
Properties=species:S:1:pos:R:3 method="wB97M-V/def2-TZVPD" homo_lumo_gap_ev="5.08 / 5.13" multiplicity=1 largest_force_ev_per_a=4.06 energy_ev=-45797.404 total_charge=+2 homo_energy_ev="-13.498 / -13.505"
Ir 0.154 0.229 -0.493
C -2.999 -0.909 -1.401
O -2.068 -0.466 -0.408
C -2.410 -0.705 0.913
C -3.713 -0.915 1.330
C -3.991 -1.162 2.669
C -2.970 -1.172 3.612
C -1.671 -0.953 3.217
C -1.358 -0.724 1.865
N -0.056 -0.585 1.442
N 0.867 -0.496 2.318
C 2.166 -0.343 2.161
C 2.809 -0.051 0.867
O 2.180 -0.140 -0.237
C 4.170 0.353 0.895
C 4.913 0.342 2.041
C 4.354 -0.044 3.289
C 5.131 -0.148 4.450
C 4.564 -0.569 5.643
C 3.202 -0.843 5.713
C 2.417 -0.741 4.582
C 2.973 -0.364 3.348
H -3.854 -0.230 -1.449
H -3.345 -1.921 -1.187
H -2.479 -0.916 -2.357
H -4.529 -0.896 0.626
H -5.011 -1.349 2.963
H -3.199 -1.357 4.651
H -0.860 -0.967 3.927
H 4.622 0.614 -0.050
H 5.956 0.617 1.993
H 6.180 0.104 4.402
H 5.184 -0.686 6.517
H 2.756 -1.134 6.651
H 1.368 -0.972 4.622
C 0.065 2.250 -3.264
N -1.183 2.672 -2.687
C -2.345 2.950 -3.352
C -3.276 3.324 -2.433
N -2.670 3.259 -1.211
C -1.392 2.854 -1.365
S -0.264 2.647 -0.099
H -0.084 1.989 -4.310
H 0.457 1.368 -2.719
H 0.814 3.044 -3.199
H -2.428 2.882 -4.419
H -4.294 3.638 -2.560
H -3.078 3.534 -0.328

Record 3
48
Properties=species:S:1:pos:R:3 method="wB97M-V/def2-TZVPD" homo_lumo_gap_ev="7.86 / 7.94" multiplicity=6 e_above_lowest_kj_mol=26.6 largest_force_ev_per_a=0.58 energy_ev=-74292.760 total_charge=+1 homo_energy_ev="-11.210 / -11.342"
Mn 0.880 -0.323 -0.013
N 3.083 -0.231 0.239
C 3.430 -0.241 1.655
C 4.723 -0.222 2.086
C 5.024 -0.232 3.466
C 4.022 -0.255 4.390
C 2.669 -0.287 3.971
C 1.579 -0.338 4.872
C 0.303 -0.399 4.395
C 0.099 -0.412 3.003
N 1.089 -0.348 2.142
C 2.373 -0.285 2.599
H 3.729 -0.825 -0.271
H 3.209 0.711 -0.131
H 5.529 -0.196 1.362
H 6.059 -0.217 3.781
H 4.244 -0.257 5.449
H 1.775 -0.337 5.937
H -0.549 -0.448 5.057
H -0.899 -0.488 2.588
C -3.678 -2.811 -5.789
C -3.212 -2.221 -4.488
C -4.078 -1.510 -3.670
C -3.645 -0.965 -2.467
C -2.326 -1.137 -2.083
C -1.439 -1.852 -2.883
C -1.885 -2.384 -4.073
S -1.834 -0.417 -0.563
O -1.021 -1.454 0.142
O -3.000 0.070 0.110
N -0.718 0.645 -0.928
C -0.552 1.931 -0.418
C -1.520 2.928 -0.359
C -1.143 4.163 0.127
C 0.171 4.381 0.538
C 1.054 3.327 0.470
N 0.704 2.116 0.019
H -4.732 -2.606 -5.962
H -3.535 -3.892 -5.800
H -3.111 -2.399 -6.626
H -5.111 -1.381 -3.969
H -4.324 -0.417 -1.829
H -0.413 -2.008 -2.577
H -1.199 -2.944 -4.697
H -2.527 2.722 -0.694
H -1.869 4.963 0.180
H 0.494 5.343 0.908
H 2.080 3.439 0.803

Record 4
47
Properties=species:S:1:pos:R:3 method="wB97M-V/def2-TZVPD" homo_lumo_gap_ev=8.20 multiplicity=1 e_above_lowest_kj_mol=187.9 largest_force_ev_per_a=3.05 energy_ev=-33629.549 homo_energy_ev=-7.741
C -2.130 -4.815 0.749
O -0.987 -4.552 1.596
C 0.087 -3.986 0.992
N 0.263 -4.091 -0.335
C 1.325 -3.471 -0.830
C 2.208 -2.711 -0.060
C 3.266 -1.940 -0.731
C 4.055 -2.600 -1.707
C 5.032 -1.898 -2.400
C 5.319 -0.606 -2.040
N 4.629 0.060 -1.086
C 3.623 -0.585 -0.433
O 3.065 0.163 0.575
C 1.713 0.438 0.445
C 0.962 0.785 1.566
C -0.387 1.063 1.474
C -1.083 1.030 0.258
N -2.403 1.381 0.118
C -2.759 2.631 0.277
C -1.897 3.768 0.512
C -2.407 5.001 0.845
C -3.900 5.177 0.846
C -4.651 4.156 -0.038
N -4.125 2.840 0.149
C -0.352 0.658 -0.893
C 1.013 0.338 -0.797
C 1.956 -2.694 1.310
N 0.875 -3.246 1.795
H -1.871 -5.617 0.010
H -2.362 -3.907 0.198
H -2.978 -5.167 1.347
H 1.492 -3.534 -1.911
H 3.820 -3.594 -2.067
H 5.611 -2.315 -3.222
H 6.175 -0.151 -2.544
H 1.432 0.781 2.533
H -0.979 1.306 2.381
H -0.818 3.666 0.456
H -1.757 5.849 1.065
H -4.161 6.174 0.492
H -4.259 5.150 1.867
H -4.524 4.462 -1.083
H -5.739 4.179 0.165
H -4.601 2.018 -0.284
H -0.871 0.552 -1.820
H 1.466 0.026 -1.737
H 2.611 -2.169 1.996

Record 5
58
Properties=species:S:1:pos:R:3 method="wB97M-V/def2-TZVPD" homo_lumo_gap_ev=8.56 multiplicity=1 e_above_lowest_kj_mol=0.0 largest_force_ev_per_a=2.49 energy_ev=-187110.443 homo_energy_ev=-9.202
C -1.138 3.351 2.490
C -1.594 1.928 2.715
Br -2.906 1.725 4.061
C -1.107 0.905 2.024
Br -1.712 -0.863 2.293
B 0.005 1.094 0.940
O -0.298 1.162 -0.425
B 0.163 2.391 -0.880
O 1.472 2.760 -0.584
B 1.699 2.520 0.771
O 1.346 1.264 1.251
H -0.131 3.474 2.899
H -1.102 3.568 1.418
H -1.805 4.068 2.958
H -0.571 3.128 -1.458
H 2.092 3.356 1.518
C 5.189 -4.754 1.570
C 5.598 -3.520 1.079
C 4.775 -2.413 1.210
C 3.553 -2.564 1.837
C 3.123 -3.783 2.328
C 3.952 -4.885 2.190
N 2.683 -1.384 1.996
O 3.059 -0.327 1.537
O 1.624 -1.544 2.576
H 5.836 -5.615 1.471
H 6.560 -3.420 0.596
H 5.083 -1.449 0.832
H 2.161 -3.874 2.810
H 3.634 -5.847 2.569
C -0.859 -4.148 0.954
C -0.230 -4.750 -0.129
C -0.718 -5.941 -0.643
C -1.836 -6.508 -0.058
C -2.473 -5.929 1.024
C -1.975 -4.739 1.531
N -2.371 -7.764 -0.614
O -1.780 -8.262 -1.551
O -3.371 -8.226 -0.102
H -0.478 -3.216 1.349
H 0.640 -4.289 -0.576
H -0.237 -6.418 -1.484
H -3.342 -6.396 1.463
H -2.462 -4.271 2.376
C -1.670 5.913 -5.339
C -0.669 6.132 -4.402
C -0.998 6.536 -3.118
C -2.330 6.709 -2.794
C -3.342 6.501 -3.713
C -3.003 6.101 -4.996
N -2.683 7.115 -1.421
O -1.773 7.305 -0.639
O -3.861 7.229 -1.153
H -1.412 5.593 -6.340
H 0.369 5.986 -4.670
H -0.222 6.709 -2.386
H -4.375 6.647 -3.435
H -3.781 5.931 -5.727

Record 6
50
Properties=species:S:1:pos:R:3 method="wB97M-V/def2-TZVPD" homo_lumo_gap_ev=5.65 multiplicity=1 largest_force_ev_per_a=3.97 energy_ev=-186991.196 total_charge=-1 homo_energy_ev=-3.376
C 4.450 -2.924 -1.753
C 3.296 -2.269 -2.453
O 2.013 -2.419 -1.688
C 1.262 -1.271 -1.555
C -0.003 -1.355 -0.677
Cl -1.277 -1.620 -1.876
C 0.113 -2.589 0.322
O -0.830 -3.319 0.649
O 1.333 -2.713 0.886
C 1.418 -3.494 2.153
C 2.834 -3.961 2.336
O 1.496 -0.177 -2.120
H 5.166 -3.279 -2.504
H 4.988 -2.182 -1.152
H 4.127 -3.782 -1.168
H 3.497 -1.183 -2.554
H 3.134 -2.729 -3.455
H 1.114 -2.835 2.980
H 0.738 -4.349 2.074
H 2.946 -4.374 3.348
H 2.992 -4.787 1.632
H 3.564 -3.142 2.212
C -0.219 6.722 -0.819
O 0.588 5.523 -0.809
C 0.094 4.251 -0.851
C -1.236 3.843 -1.088
C -1.593 2.511 -0.875
C -0.666 1.546 -0.377
C -0.978 0.250 0.213
C -2.292 0.064 0.793
C -2.929 -1.192 0.847
C -4.261 -1.362 1.134
Br -5.105 -2.999 0.913
C -5.131 -0.269 1.710
O -6.282 -0.415 2.125
C -4.378 1.033 1.758
Br -5.321 2.484 2.453
C -3.070 1.138 1.341
C 0.683 1.934 -0.431
C 1.049 3.252 -0.587
H 0.501 7.545 -0.737
H -0.759 6.805 -1.772
H -0.905 6.756 0.040
H -1.967 4.574 -1.430
H -2.605 2.226 -1.144
H -0.139 -0.287 0.741
H -2.362 -2.070 0.605
H -2.618 2.113 1.445
H 1.460 1.185 -0.360
H 2.068 3.592 -0.478

Record 7
64
Properties=species:S:1:pos:R:3 method="wB97M-V/def2-TZVPD" homo_lumo_gap_ev=8.09 multiplicity=1 largest_force_ev_per_a=4.67 energy_ev=-215332.747 total_charge=+1 homo_energy_ev=-12.360
C -4.606 -2.536 0.114
C -3.347 -1.740 -0.398
Br -1.851 -2.854 -1.091
C -3.328 -0.329 -0.345
Br -4.806 0.727 0.335
C -1.980 0.312 -0.814
C -1.018 0.800 0.188
C 0.334 1.142 -0.343
C 0.662 0.739 -1.708
N -0.324 0.347 -2.596
O -0.013 -0.128 -3.841
C -1.656 0.343 -2.265
C -2.848 0.367 -3.264
C -2.422 1.441 -4.506
C -3.695 2.104 -5.271
O -2.785 0.968 -5.834
H -5.305 -2.767 -0.742
H -5.121 -1.894 0.874
H -4.269 -3.519 0.549
H -1.300 0.943 1.261
H 1.065 1.560 0.382
H 1.739 0.843 -2.017
H 0.963 -0.181 -3.904
H -3.682 0.972 -2.790
H -3.137 -0.571 -3.743
H -1.483 2.095 -4.376
H -4.665 1.575 -5.102
H -3.552 2.671 -6.222
C 6.372 0.936 -3.557
C 5.009 1.450 -3.055
C 4.999 2.085 -1.667
F 5.355 1.217 -0.703
F 3.740 2.505 -1.361
F 4.096 0.442 -3.133
F 4.595 2.400 -3.941
O 6.622 -0.460 -3.412
C 7.149 -0.903 -2.191
C 6.212 -1.879 -1.478
F 5.017 -1.305 -1.201
F 6.743 -2.273 -0.300
F 7.484 0.151 -1.423
F 8.304 -1.533 -2.487
H 6.370 1.091 -4.638
H 7.204 1.540 -3.192
H 5.663 2.952 -1.620
H 6.032 -2.764 -2.094
C -1.933 0.782 5.940
C -3.369 0.523 6.434
C -3.573 -0.732 7.282
F -3.288 -1.859 6.599
F -4.870 -0.829 7.662
F -4.209 0.532 5.371
F -3.719 1.595 7.199
O -1.633 0.378 4.601
C -1.232 -0.946 4.394
C -2.200 -1.704 3.485
F -3.438 -1.757 4.015
F -1.791 -2.984 3.320
F -1.038 -1.558 5.572
F -0.017 -0.882 3.797
H -1.815 1.867 5.920
H -1.179 0.435 6.648
H -2.960 -0.703 8.187
H -2.275 -1.240 2.497

Record 8
50
Properties=species:S:1:pos:R:3 method="wB97M-V/def2-TZVPD" homo_lumo_gap_ev=8.45 smiles="Cc1c(NC(=O)[C@H](C)OC(=O)c2cc(Cl)ccc2O)c(=O)n(-c2ccccc2)n1C" multiplicity=1 e_above_lowest_kj_mol=127.0 largest_force_ev_per_a=0.70 energy_ev=-49332.903 homo_energy_ev=-8.105
C -2.972 -3.556 0.330
C -2.475 -2.163 0.437
C -1.215 -1.677 0.600
N 0.065 -2.232 0.627
C 0.555 -3.284 -0.064
O -0.093 -4.206 -0.505
C 2.090 -3.243 -0.191
C 2.746 -4.010 0.949
O 2.570 -1.897 -0.149
C 2.089 -1.067 -1.085
O 1.388 -1.461 -2.003
C 2.431 0.340 -0.857
C 3.299 0.708 0.173
C 3.546 2.039 0.418
Cl 4.631 2.492 1.684
C 2.925 3.029 -0.340
C 2.066 2.675 -1.353
C 1.805 1.331 -1.639
O 0.973 1.047 -2.641
C -1.283 -0.230 0.699
O -0.360 0.560 0.821
N -2.629 0.068 0.604
C -3.146 1.333 0.289
C -2.664 2.446 0.969
C -3.152 3.701 0.655
C -4.126 3.853 -0.318
C -4.597 2.744 -1.000
C -4.105 1.485 -0.709
N -3.354 -1.099 0.367
C -4.684 -1.192 0.926
H -2.136 -4.215 0.111
H -3.440 -3.870 1.263
H -3.706 -3.638 -0.469
H 0.730 -1.519 0.918
H 2.339 -3.693 -1.160
H 2.502 -3.542 1.900
H 3.825 -4.013 0.825
H 2.380 -5.032 0.948
H 3.770 -0.059 0.768
H 3.119 4.068 -0.126
H 1.570 3.424 -1.949
H 0.879 0.070 -2.706
H -1.899 2.320 1.717
H -2.773 4.565 1.180
H -4.510 4.834 -0.552
H -5.343 2.858 -1.772
H -4.444 0.625 -1.267
H -5.252 -1.931 0.365
H -4.661 -1.482 1.982
H -5.177 -0.226 0.839

Record 9
49
Properties=species:S:1:pos:R:3 method="wB97M-V/def2-TZVPD" homo_lumo_gap_ev="8.84 / 7.67" multiplicity=2 largest_force_ev_per_a=0.38 energy_ev=-87194.959 total_charge=+1 homo_energy_ev="-11.446 / -11.968"
Cu -1.716 -0.156 0.522
O -3.100 -2.538 -2.368
C -2.239 -2.088 -1.651
O -2.541 -1.253 -0.686
C -0.808 -2.565 -1.818
C -0.672 -3.701 -2.612
C 0.570 -4.249 -2.885
C 1.717 -3.656 -2.382
C 1.603 -2.521 -1.601
C 0.354 -1.979 -1.299
P 0.328 -0.459 -0.344
C 1.560 -0.563 0.969
C 2.037 0.616 1.537
C 2.885 0.566 2.629
C 3.256 -0.660 3.168
C 2.774 -1.834 2.614
C 1.926 -1.791 1.520
C 0.813 0.873 -1.457
C 2.153 1.190 -1.669
C 2.496 2.157 -2.599
C 1.506 2.806 -3.326
C 0.173 2.485 -3.125
C -0.173 1.524 -2.191
H -1.571 -4.140 -3.018
H 0.635 -5.136 -3.498
H 2.689 -4.071 -2.598
H 2.499 -2.052 -1.214
H 1.762 1.579 1.122
H 3.256 1.487 3.055
H 3.919 -0.696 4.020
H 3.055 -2.789 3.034
H 1.552 -2.715 1.102
H 2.931 0.695 -1.100
H 3.537 2.400 -2.754
H 1.779 3.560 -4.049
H -0.598 2.980 -3.698
H -1.217 1.261 -2.065
C -3.325 3.058 4.247
O -2.335 2.116 3.797
C -2.417 1.555 2.616
O -1.542 0.758 2.284
N -3.460 1.848 1.796
N -3.466 1.222 0.540
H -2.988 3.362 5.233
H -4.299 2.574 4.333
H -3.351 3.927 3.588
H -4.213 2.465 2.062
H -3.444 1.916 -0.202
H -4.287 0.631 0.424